The following is a quantum chemistry calculation of an isolated molecule of C2H4ClFN2 at a distorted geometry, from the Open Molecules 2025 dataset.

Structure (ORCA input):
```
! wB97M-V def2-TZVPD RIJCOSX def2/J DEFGRID3
* xyz 0 1
N -1.079 1.677 -0.512
N -0.258 0.999 0.308
C 0.053 -0.168 -0.138
C 0.925 -1.110 0.554
F 0.457 -2.299 0.220
Cl 2.617 -0.984 0.005
H -1.629 2.373 0.017
H -1.771 1.080 -0.992
H -0.356 -0.616 -1.060
H 1.039 -0.952 1.600
*
```

## Properties
- E (hartree) = -748.12483
- SMILES string = N/N=C/[C@@H](F)Cl
- largest force on an atom (Eh/bohr) = 0.05064


The following is a quantum chemistry calculation of C29H24N4O3PPtS2 as an isolated structure, from the Open Molecules 2025 dataset.

Structure (ORCA input):
```
! wB97M-V def2-TZVPD RIJCOSX def2/J DEFGRID3
* xyz -1 1
Pt 0.770 1.257 1.000
O -3.557 2.381 1.489
C -3.411 3.643 1.041
C -4.563 4.432 0.996
C -4.508 5.734 0.544
C -3.300 6.282 0.122
C -2.158 5.507 0.162
C -2.182 4.189 0.622
C -0.930 3.394 0.627
O -0.988 2.211 1.186
N 0.143 3.892 0.085
N 1.192 2.978 0.141
C 2.309 3.282 -0.410
C 3.472 2.424 -0.431
C 4.620 2.942 -1.066
C 5.797 2.244 -1.145
C 5.859 0.963 -0.566
C 4.768 0.422 0.059
C 3.535 1.120 0.149
O 2.571 0.491 0.748
H -2.658 1.969 1.479
H -5.493 3.987 1.325
H -5.413 6.328 0.518
H -3.254 7.302 -0.237
H -1.206 5.903 -0.164
H 2.372 4.257 -0.887
H 4.552 3.933 -1.502
H 6.660 2.670 -1.638
H 6.781 0.395 -0.612
H 4.794 -0.561 0.514
N -4.529 -1.707 -0.498
C -3.928 -2.120 -1.664
C -2.819 -1.338 -1.789
N -2.726 -0.460 -0.733
C -3.765 -0.708 0.017
H -5.368 -2.079 -0.092
H -4.327 -2.915 -2.269
H -2.073 -1.368 -2.565
H -4.016 -0.193 0.931
S 2.796 -2.568 2.721
P 1.228 -2.224 1.599
S -0.044 -0.675 2.033
C 0.073 -3.656 1.613
C 0.383 -4.802 2.332
C -0.465 -5.902 2.299
C -1.625 -5.864 1.540
C -1.937 -4.718 0.816
C -1.096 -3.618 0.856
C 1.673 -2.151 -0.178
C 2.868 -2.729 -0.592
C 3.227 -2.711 -1.931
C 2.397 -2.109 -2.866
C 1.202 -1.535 -2.455
C 0.835 -1.559 -1.117
H 1.295 -4.815 2.918
H -0.217 -6.791 2.867
H -2.285 -6.722 1.510
H -2.840 -4.682 0.217
H -1.346 -2.721 0.301
H 3.524 -3.165 0.152
H 4.167 -3.152 -2.243
H 2.685 -2.078 -3.910
H 0.561 -1.046 -3.179
H -0.086 -1.089 -0.793
*
```

## Properties
- E (hartree) = -2821.49709
- largest force on an atom (Eh/bohr) = 0.00640


The following is a quantum chemistry calculation of a 2-piece molecular cluster, C4H12S2 overall at a distorted geometry, from the Open Molecules 2025 dataset.

Structure (ORCA input):
```
! wB97M-V def2-TZVPD RIJCOSX def2/J DEFGRID3
* xyz 1 2
C -2.577 -2.246 -0.351
S -1.667 -0.629 -0.286
S -2.717 0.158 1.292
H -2.502 -2.757 -1.310
H -3.630 -2.031 -0.168
H -2.025 -2.779 0.426
H -1.670 0.254 2.129
C 1.747 -0.113 -0.927
C 1.467 0.658 0.325
C 1.375 2.183 0.230
H 1.462 0.285 -1.907
H 1.316 -1.120 -0.901
H 2.824 -0.272 -1.107
H 2.024 0.356 1.209
H 0.438 0.294 0.617
H 0.638 2.596 -0.457
H 1.135 2.578 1.218
H 2.362 2.585 -0.029
*
```

## Properties
- E (hartree) = -955.62491
- expectation value of S² = 0.754
- largest force on an atom (Eh/bohr) = 0.04909